Entry from the OMol25 dataset: a cluster of 2 separate species, C6H7O2S2 in total (ωB97M-V/def2-TZVPD).

```
! RIJCOSX wB97M-V def2-TZVPD def2/J DEFGRID3
* xyz -1 1
C 1.4906 0.2159 -1.1626
C 2.5190 -0.6490 -1.2885
C 2.3732 0.3247 0.9710
C 1.3959 0.7898 0.1351
C -2.5604 -0.2745 -0.0920
C -2.1663 -0.8744 1.1899
O -0.8439 1.9338 -0.5869
O -1.8612 -2.0356 1.3774
S 3.4252 -0.8056 0.1751
S 0.1533 1.9235 0.5935
H 0.7938 0.4665 -1.9423
H 2.8199 -1.2137 -2.1498
H 2.5472 0.5679 1.9988
H -3.5081 0.2442 -0.0074
H -2.5876 -1.0053 -0.8954
H -1.8350 0.5421 -0.3541
H -2.1557 -0.1501 2.0382
*
```

Calculated values
LUMO, eV: 3.105
Energy relative to the best compared isomer or geometry (same formula, charge and spin), kJ/mol: 0.0

Entry from the OMol25 dataset: a cluster of 2 separate species, C6H7O3 in total at a distorted geometry (ωB97M-V/def2-TZVPD).

```
! RIJCOSX wB97M-V def2-TZVPD def2/J DEFGRID3
* xyz -1 1
C 2.3627 -2.2302 -1.3576
C -0.8552 -0.0152 1.5560
C -1.3687 1.3349 1.4919
C -0.7397 0.6877 -1.0621
C 0.5256 1.2686 -0.6449
C -0.4941 0.8482 0.3786
O 1.9444 -2.9665 -0.5025
O 3.1137 -1.9980 -2.2680
O 1.7344 0.5429 -0.8337
H -0.1308 -0.4363 2.2731
H -1.6757 -0.7529 1.3773
H -2.4282 1.3322 1.2183
H -1.0922 1.9876 2.2185
H -1.4177 1.3605 -1.6001
H -1.0752 -0.4158 -1.4190
H 1.5969 -0.5477 -0.8259
*
```

Calculated values
LUMO (alpha / beta), eV: 3.285 / 3.095
Energy relative to the best compared isomer or geometry (same formula, charge and spin), kJ/mol: 452.3

Entry from the OMol25 dataset: a structure of composition C6H7O3S4 at a distorted geometry (ωB97M-V/def2-TZVPD).

```
! RIJCOSX wB97M-V def2-TZVPD def2/J DEFGRID3
* xyz -1 1
C -0.6240 2.2239 0.3708
C 0.3523 0.9218 -1.6024
C 0.0416 2.0842 -0.9147
C -1.0812 1.3255 1.1891
C -0.0424 -0.4664 -1.2774
C 0.3283 -0.8991 0.1539
O -1.8440 -2.3777 0.1029
O 0.2380 -3.5717 0.2185
O -0.2978 -2.2736 2.2418
S 0.6962 3.5666 -1.5761
S -1.8499 0.8664 2.4631
S 2.0978 -1.2483 0.2437
S -0.4730 -2.3329 0.5755
H -0.6199 3.2737 0.6336
H 1.1903 1.1540 -2.3360
H -1.1355 -0.5186 -1.3016
H 0.3769 -1.3085 -2.0226
H 1.3699 3.6971 -0.3332
H -0.8670 -1.5397 2.6845
H 2.1435 -2.5767 0.4866
*
```

Calculated values
LUMO (alpha / beta), eV: 2.438 / 2.438
Energy relative to the best compared isomer or geometry (same formula, charge and spin), kJ/mol: 300.7

Entry from the OMol25 dataset: a structure of composition C6H7P at a distorted geometry (ωB97M-V/def2-TZVPD).

```
! RIJCOSX wB97M-V def2-TZVPD def2/J DEFGRID3
* xyz 0 1
C -1.1456 -1.7716 -2.8593
C -0.4482 -1.5003 -1.7652
C 1.8930 -0.2578 1.3070
C 1.0502 -0.7548 0.3241
C -0.1356 -0.3169 -0.1302
C -1.0279 0.8277 -0.2064
P 0.2549 -2.8564 -2.6742
H -1.9991 -1.4730 -3.4398
H 2.8411 -0.7926 1.5316
H 1.8698 0.6697 2.0519
H 1.4395 -1.7353 -0.2054
H -0.8036 1.7498 0.4227
H -2.1503 0.5629 -0.0950
H -1.0026 1.2785 -1.1957
*
```

Calculated values
LUMO (alpha / beta), eV: 0.486 / -0.681
Energy relative to the best compared isomer or geometry (same formula, charge and spin), kJ/mol: 667.0

Entry from the OMol25 dataset: an isolated molecule of C6H7P at a distorted geometry (ωB97M-V/def2-TZVPD).

```
! RIJCOSX wB97M-V def2-TZVPD def2/J DEFGRID3
* xyz 0 1
C -0.9766 -1.0641 -1.2953
P -0.4676 0.5490 -1.2652
C 1.3255 0.4696 -1.0182
C 1.6141 0.0252 0.2930
C 0.4824 -0.4544 1.0500
C -0.5865 0.3694 1.3445
C -1.2048 0.9877 0.2676
H -0.6284 -1.6323 -2.1960
H -2.0423 -1.3739 -0.9564
H 2.0345 1.1731 -1.4097
H 2.6031 -0.1138 0.8205
H 0.5833 -1.2734 1.6926
H -0.9985 0.4134 2.4035
H -1.7382 1.9244 0.2691
*
```

Calculated values
LUMO (alpha / beta), eV: -1.224 / -0.545
Energy relative to the best compared isomer or geometry (same formula, charge and spin), kJ/mol: 478.6
SMILES: C=P1=CC=CC=C1

Entry from the OMol25 dataset: an isolated molecule of C6H8 (ωB97M-V/def2-TZVPD).

```
! RIJCOSX wB97M-V def2-TZVPD def2/J DEFGRID3
* xyz 0 1
C -1.7805 1.0239 -0.2271
C -1.2398 -0.0310 -0.8306
C -0.6332 -1.2039 -0.1561
C 0.5755 -1.3146 0.4130
C 1.6590 -0.3200 0.4647
C 1.5381 1.0055 0.3400
H -1.8033 1.1148 0.8569
H -2.2280 1.8324 -0.8015
H -1.2974 -0.0913 -1.9181
H -1.2305 -2.1133 -0.1952
H 0.8237 -2.2917 0.8300
H 2.6468 -0.7529 0.6258
H 0.5708 1.4788 0.2404
H 2.3988 1.6633 0.3579
*
```

Calculated values
LUMO, eV: 0.925
Energy relative to the best compared isomer or geometry (same formula, charge and spin), kJ/mol: 116.4
SMILES: C=C/C=C\C=C